Arrangement a

This record from the Open Molecules 2025 dataset describes a molecular structure, H12MgO6. The level of theory is wB97M-V/def2-TZVPD.

Properties
**Molecular weight**: 132.40 g/mol
**Highest occupied orbital energy**: -20.515 eV
**Net charge**: +2
**HOMO-LUMO gap**: 13.51 eV
**E_LUMO**: -7.005 eV

Geometry (Å):
H -16.70 -1.04 -20.75
O -15.04 0.88 -16.87
H -16.34 1.95 -19.62
H -18.02 0.66 -17.26
O -15.56 -1.89 -17.09
O -15.70 1.23 -19.75
H -16.37 -2.42 -20.13
H -14.85 -1.94 -16.43
O -17.56 0.06 -17.87
H -13.00 -0.02 -19.18
H -18.24 -0.57 -18.15
H -13.24 -1.50 -18.88
H -15.35 1.16 -16.00
H -15.90 -2.80 -17.16
O -16.50 -1.49 -19.91
H -14.30 1.48 -17.07
O -13.70 -0.65 -18.96
Mg -15.70 -0.36 -18.42
H -15.06 1.57 -20.39

These are the Mulliken partial charges, in e, on atoms 1 to 8:
1 H 0.31
2 O -0.51
3 H 0.31
4 H 0.29
5 O -0.44
6 O -0.41
7 H 0.31
8 H 0.32

---

Arrangement b

This record from the Open Molecules 2025 dataset describes a molecular structure, H12MgO6. The level of theory is wB97M-V/def2-TZVPD.

Properties
**Molecular weight**: 132.40 g/mol
**Highest occupied orbital energy**: -20.365 eV
**Net charge**: +2
**HOMO-LUMO gap**: 13.37 eV
**E_LUMO**: -6.997 eV

Geometry (Å):
H 7.89 28.54 -23.53
H 10.63 31.98 -20.77
H 11.28 32.75 -21.90
Mg 9.72 30.63 -22.75
H 8.08 31.74 -21.16
O 11.13 30.15 -24.17
H 11.19 30.44 -25.08
O 8.75 28.97 -23.52
H 11.99 29.76 -23.99
H 10.87 29.26 -20.56
H 10.35 28.26 -21.57
O 10.43 29.20 -21.41
H 9.20 32.91 -24.08
O 8.13 30.95 -21.70
H 8.16 31.95 -24.61
H 7.22 30.66 -21.78
H 9.30 28.42 -24.08
O 10.71 32.01 -21.73
O 8.93 31.99 -24.05

These are the Mulliken partial charges, in e, on atoms 1 to 8:
1 H 0.28
2 H 0.32
3 H 0.30
4 Mg 0.84
5 H 0.31
6 O -0.38
7 H 0.29
8 O -0.42

---

What should be chosen as the least stable of them? Choose arrangement b.

---

Arrangement a

This record from the Open Molecules 2025 dataset describes C4H11N3S in the gas phase. The level of theory is wB97M-V/def2-TZVPD.

Properties
**Molecular weight**: 133.22 g/mol
**Highest occupied orbital energy (spin up / spin down)**: -8.990 / -7.932 eV
**Net charge**: 0
**HOMO-LUMO gap (spin up / spin down)**: 8.22 / 7.49 eV
**E_LUMO (spin up / spin down)**: -0.772 / -0.444 eV

Geometry (Å):
H -0.49 2.21 1.32
H 0.22 -2.54 -3.12
C 0.34 0.31 0.82
C -0.01 1.78 0.44
H -0.14 1.04 -2.59
S 0.05 -0.90 -1.75
H -2.13 -1.83 0.33
C -0.81 -0.62 1.37
H -1.21 -0.11 2.25
H -0.46 -1.40 1.90
C 1.09 -0.38 -0.38
H 1.91 0.29 -0.82
N -0.03 0.13 -2.93
H 1.46 -1.31 -0.09
H -0.56 1.72 -0.50
H 1.02 0.40 1.57
H 0.96 2.21 0.42
N 0.60 -2.24 -2.14
N -1.96 -0.81 0.50

These are the Mulliken partial charges, in e, on atoms 1 to 8:
1 H 0.35
2 H 0.28
3 C 0.19
4 C -1.28
5 H 0.25
6 S 0.59
7 H 0.26
8 C -0.81

---

Arrangement b

This record from the Open Molecules 2025 dataset describes a molecular structure, C4H11N3S. The level of theory is wB97M-V/def2-TZVPD.

Properties
**Molecular weight**: 133.22 g/mol
**Highest occupied orbital energy**: -8.245 eV
**Net charge**: 0
**HOMO-LUMO gap**: 8.58 eV
**E_LUMO**: 0.330 eV

Geometry (Å):
S 0.65 2.14 -0.17
C -1.93 -1.09 -0.43
N 1.99 -0.32 0.69
H 2.82 -0.95 -1.15
N 0.57 -0.48 0.43
H -2.43 0.36 1.44
H -1.13 -1.82 -0.97
H -2.24 -1.40 0.65
H 1.91 0.51 1.46
H 3.89 -0.45 0.05
C -0.12 0.62 0.16
C 2.86 -0.16 -0.36
H -2.89 -1.15 -0.86
H -1.95 2.13 0.90
H 2.96 0.93 -0.97
C -1.34 0.40 -0.48
N -2.29 1.20 0.49
H 0.08 -1.48 0.61
H -1.41 1.01 -1.50

These are the Mulliken partial charges, in e, on atoms 1 to 8:
1 S -0.27
2 C -1.46
3 N -0.66
4 H 0.29
5 N 0.15
6 H 0.28
7 H 0.31
8 H 0.33

---

What should be chosen as the least stable of them? Choose arrangement a.